Computed, not measured: 11 unconnected molecules or ions with the total composition H22O11 at a distorted geometry, with the ωB97M-V functional and the def2-TZVPD basis.

Each line ends with the Löwdin charge.
Atoms and positions in Å:
O1 -3.148 1.999 -0.136  -0.1363
H1 -3.190 1.473 0.717  -0.0036
H2 -3.835 2.785 -0.195  0.1150
O2 3.065 -2.210 0.554  0.0817
H3 2.154 -2.053 0.320  -0.0110
H4 3.562 -2.374 -0.044  -0.1434
O3 0.486 0.351 0.715  -0.0393
H5 -0.325 0.640 0.876  -0.0677
H6 0.428 -0.536 0.244  -0.0197
O4 2.006 -1.566 -2.089  -0.0560
H7 2.633 -1.657 -2.840  0.0821
H8 1.753 -0.649 -1.933  0.0050
O5 -2.085 0.673 1.578  -0.0387
H9 -2.165 -0.243 1.243  0.0900
H10 -2.921 0.916 2.003  0.0823
O6 0.333 -1.966 0.154  -0.0772
H11 -0.682 -2.045 0.089  0.1125
H12 0.696 -2.225 -0.766  0.0977
O7 1.383 1.165 -1.574  0.0002
H13 1.412 1.647 -0.820  -0.0144
H14 1.889 1.799 -2.080  0.0848
O8 -1.398 1.059 -2.320  -0.0023
H15 -1.981 1.564 -1.768  0.0112
H16 -0.583 1.070 -1.941  -0.0562
O9 0.184 -0.984 3.405  -0.0086
H17 0.547 -0.464 2.648  0.0341
H18 0.654 -1.495 3.925  -0.0585
O10 2.132 2.385 2.006  0.0205
H19 1.684 1.664 1.857  -0.1051
H20 2.431 2.869 1.232  0.0415
O11 -2.248 -1.461 -1.491  -0.1208
H21 -1.735 -0.613 -1.570  0.0069
H22 -3.121 -1.529 -2.009  0.0931

Properties
* energy relative to the best compared isomer or geometry (same formula, charge and spin): 496.9 kJ/mol
* LUMO level: -0.01 eV
* orbital gap: 10.7 eV
* HOMO level: -0.3940 Eh